The following is a DFT calculation (ωB97M-V with the def2-TZVPD basis set) of C24H19N4O5SeTi as an isolated structure.

Output
HOMO-LUMO gap (alpha / beta) = 5.4 / 7.6 eV
maximum force = 0.017 hartree/bohr
E_tot = -4772.360397 Eh
HOMO level (alpha / beta) = -0.103 / -0.190 hartree
energy relative to the best compared isomer or geometry (same formula, charge and spin) = 10.4 kJ/mol

```
! wB97M-V def2-TZVPD RIJCOSX def2/J DEFGRID3
* xyz -1 3
Ti 0.150 -0.154 -0.123
C -3.394 -3.855 -0.928
C -3.251 -3.270 -2.176
C -3.079 -1.900 -2.258
C -3.039 -1.170 -1.073
N -3.190 -1.720 0.132
C -3.360 -3.037 0.188
C -2.855 0.310 -1.132
C -3.811 1.068 -1.761
C -3.621 2.464 -1.830
C -2.516 3.012 -1.247
C -1.564 2.183 -0.595
N -1.740 0.820 -0.569
C -0.395 2.728 0.008
C -0.257 4.107 0.326
C 0.896 4.570 0.884
C 1.961 3.669 1.141
C 1.765 2.347 0.855
N 0.622 1.861 0.334
H -3.515 -4.924 -0.815
H -3.255 -3.872 -3.075
H -2.917 -1.398 -3.201
H -3.463 -3.466 1.181
H -4.671 0.589 -2.205
H -4.332 3.086 -2.357
H -2.323 4.071 -1.324
H -1.082 4.781 0.148
H 0.992 5.618 1.138
H 2.904 3.999 1.550
H 2.537 1.602 1.013
O 3.713 -1.603 1.526
C 2.539 -1.322 1.369
O 2.064 -0.657 0.369
C 1.524 -1.682 2.466
C 0.830 -0.403 2.952
C 0.181 -0.619 4.317
C -1.028 -1.505 3.942
C -0.871 -1.626 2.428
O -0.324 -0.324 2.077
C 0.285 -2.556 2.060
C 0.237 -2.979 0.586
O 0.573 -4.096 0.260
O -0.212 -2.067 -0.231
H 2.085 -2.159 3.269
H 1.413 0.511 2.850
H -0.138 0.329 4.748
H 0.871 -1.097 5.011
H -1.968 -1.012 4.187
H -1.015 -2.481 4.425
H -1.787 -1.763 1.862
H 0.269 -3.473 2.650
Se 0.977 0.223 -2.577
C -0.559 0.235 -3.608
N -1.499 0.253 -4.281
*
```

The following is a DFT calculation (ωB97M-V with the def2-TZVPD basis set) of a 2-piece molecular cluster, C3H3FO2 overall at a distorted geometry.

Output
HOMO-LUMO gap = 11.2 eV
maximum force = 0.053 hartree/bohr
E_tot = -366.381297 Eh
HOMO level = -0.398 hartree
energy relative to the best compared isomer or geometry (same formula, charge and spin) = 175.4 kJ/mol

```
! wB97M-V def2-TZVPD RIJCOSX def2/J DEFGRID3
* xyz 0 1
O 1.414 2.029 -0.211
C 1.515 1.069 0.428
O 2.422 0.163 0.543
F 0.441 0.657 1.143
H 1.980 -0.656 0.885
C -1.455 -1.147 -0.510
C -2.232 -0.338 -0.949
H -1.000 -1.913 -0.005
H -3.085 0.136 -1.324
*
```

The following is a DFT calculation (ωB97M-V with the def2-TZVPD basis set) of C31H34N6O2Os as an isolated structure at a distorted geometry.

Output
HOMO-LUMO gap (alpha / beta) = 5.5 / 5.8 eV
maximum force = 0.024 hartree/bohr
E_tot = -1770.011094 Eh
HOMO level (alpha / beta) = -0.703 / -0.704 hartree
energy relative to the best compared isomer or geometry (same formula, charge and spin) = 0.0 kJ/mol

```
! wB97M-V def2-TZVPD RIJCOSX def2/J DEFGRID3
* xyz 4 1
Os -0.092 -0.204 0.093
C 3.544 4.606 -3.729
C 2.663 3.876 -2.759
C 1.668 4.556 -2.028
C 0.763 3.957 -1.140
C -0.158 4.927 -0.585
N -1.360 4.851 -0.119
C -2.260 3.706 -0.004
C -3.687 4.080 -0.402
C -4.666 2.982 0.016
N -4.130 1.653 -0.297
C -4.684 0.739 -1.020
C -4.137 -0.570 -1.248
C -4.995 -1.493 -1.872
C -4.650 -2.821 -2.079
C -5.577 -3.795 -2.739
C -3.401 -3.208 -1.611
C -2.498 -2.318 -1.002
C -1.253 -2.873 -0.523
N -0.268 -2.250 0.027
C 0.844 -3.133 0.477
C 1.996 -2.369 1.078
C 2.675 -1.424 0.115
N 1.807 -0.279 -0.286
C 2.403 0.589 -1.142
C 1.982 1.864 -1.520
C 2.818 2.548 -2.465
C 0.871 2.542 -0.879
O 0.082 1.927 -0.080
C -2.845 -0.977 -0.840
O -1.979 -0.061 -0.331
H 3.024 5.443 -4.191
H 3.910 3.943 -4.510
H 4.415 5.012 -3.208
H 1.594 5.628 -2.188
H 0.221 5.945 -0.607
H -1.758 5.737 0.183
H -2.214 3.362 1.034
H -1.871 2.923 -0.644
H -3.737 4.252 -1.479
H -4.005 4.999 0.093
H -5.627 3.100 -0.480
H -4.836 3.013 1.094
H -3.242 1.390 0.123
H -5.654 0.975 -1.451
H -5.973 -1.150 -2.192
H -6.433 -3.292 -3.182
H -5.949 -4.519 -2.011
H -5.063 -4.351 -3.523
H -3.100 -4.245 -1.722
H -1.160 -3.955 -0.616
H 1.183 -3.712 -0.385
H 0.444 -3.833 1.213
H 2.741 -3.100 1.399
H 1.689 -1.844 1.986
H 3.025 -1.939 -0.784
H 3.546 -0.977 0.601
H 3.361 0.270 -1.548
H 3.622 1.994 -2.937
N 0.505 0.752 4.031
C 0.670 0.911 2.733
N -0.138 0.081 2.045
C -0.878 -0.649 2.993
C -1.862 -1.624 2.852
C -2.395 -2.141 4.019
C -1.973 -1.707 5.285
C -1.004 -0.732 5.432
C -0.473 -0.218 4.257
H 1.024 1.250 4.744
H 1.376 1.593 2.290
H -2.203 -1.964 1.887
H -3.159 -2.904 3.960
H -2.422 -2.146 6.166
H -0.683 -0.392 6.408
*
```

The following is a DFT calculation (ωB97M-V with the def2-TZVPD basis set) of an isolated ion of composition C4H10NO and charge +1 at a distorted geometry.

Output
HOMO-LUMO gap = 9.1 eV
maximum force = 0.103 hartree/bohr
E_tot = -288.064215 Eh
HOMO level = -0.515 hartree
energy relative to the best compared isomer or geometry (same formula, charge and spin) = 259.6 kJ/mol

```
! wB97M-V def2-TZVPD RIJCOSX def2/J DEFGRID3
* xyz 1 1
C 1.208 -1.004 -0.142
C -0.110 -0.187 -0.230
C -0.048 1.297 -0.251
C -2.462 -0.194 0.146
N 2.388 -0.157 0.151
O -1.188 -0.832 -0.117
H 1.123 -1.601 0.753
H 1.173 -1.416 -1.177
H 0.436 1.734 0.748
H -0.896 1.868 -0.161
H 0.708 1.559 -0.989
H -2.685 0.360 -0.780
H -2.576 0.291 1.022
H -2.976 -1.182 0.307
H 2.696 -0.056 1.097
H 3.210 -0.479 -0.376
*
```

The following is a DFT calculation (ωB97M-V with the def2-TZVPD basis set) of an isolated ion of composition C5H11N2O and charge +1 at a distorted geometry.

Output
HOMO-LUMO gap = 9.6 eV
maximum force = 0.060 hartree/bohr
E_tot = -381.450793 Eh
HOMO level = -0.499 hartree
energy relative to the best compared isomer or geometry (same formula, charge and spin) = 559.7 kJ/mol

```
! wB97M-V def2-TZVPD RIJCOSX def2/J DEFGRID3
* xyz 1 1
C 2.219 0.157 1.696
C 0.839 -0.228 1.291
C 0.217 0.935 0.521
C -0.805 0.360 -0.398
N -2.075 0.208 -0.558
O -2.958 0.452 0.210
C -2.002 -0.603 -1.827
N -0.499 -0.387 -1.704
H 2.765 0.745 0.892
H 2.752 -0.790 2.009
H 2.389 0.701 2.649
H 0.099 -0.555 1.998
H 0.989 -1.048 0.547
H 1.088 1.272 -0.055
H -0.250 1.742 1.123
H -2.413 -1.617 -1.691
H -2.463 -0.252 -2.695
H 0.142 -1.278 -1.484
H -0.034 0.185 -2.525
*
```

The following is a DFT calculation (ωB97M-V with the def2-TZVPD basis set) of a 3-piece molecular cluster, C4H16N2O2 overall at a distorted geometry.

Output
HOMO-LUMO gap = 9.2 eV
maximum force = 0.044 hartree/bohr
E_tot = -421.964206 Eh
HOMO level = -0.335 hartree
energy relative to the best compared isomer or geometry (same formula, charge and spin) = 71.4 kJ/mol

```
! wB97M-V def2-TZVPD RIJCOSX def2/J DEFGRID3
* xyz 0 1
N 1.285 -2.144 -0.623
C 0.496 -0.890 -0.746
C 1.472 0.279 -0.719
C 1.793 0.833 0.671
C 0.677 1.093 1.663
N -0.279 2.142 1.257
H 1.392 -2.368 0.365
H 0.734 -2.917 -0.985
H -0.324 -0.795 -0.031
H 0.104 -0.914 -1.760
H 1.036 1.098 -1.313
H 2.352 0.089 -1.320
H 2.417 1.722 0.543
H 2.444 0.079 1.105
H 0.091 0.194 1.824
H 1.134 1.402 2.597
H -1.069 1.682 0.791
H 0.133 2.663 0.488
O -2.470 0.358 0.499
H -3.094 0.744 -0.131
H -3.035 -0.075 1.148
O -2.459 -1.604 -2.143
H -3.126 -1.121 -1.640
H -1.705 -1.550 -1.542
*
```

The following is a DFT calculation (ωB97M-V with the def2-TZVPD basis set) of an isolated ion of composition C3H5N2 and charge +1 at a distorted geometry.

Output
HOMO-LUMO gap (alpha / beta) = 7.0 / 7.0 eV
maximum force = 0.104 hartree/bohr
E_tot = -226.329923 Eh
HOMO level (alpha / beta) = -0.456 / -0.456 hartree
energy relative to the best compared isomer or geometry (same formula, charge and spin) = 689.1 kJ/mol

```
! wB97M-V def2-TZVPD RIJCOSX def2/J DEFGRID3
* xyz 1 1
C -2.401 -0.026 -0.183
C 1.343 -0.955 -0.194
C 0.075 -0.333 0.299
N -1.247 -0.196 -0.075
N 1.095 0.528 -0.438
H -3.421 0.321 0.018
H 1.957 -1.003 0.708
H -0.081 -0.262 1.397
H 1.851 1.202 -0.065
H 0.829 0.724 -1.468
*
```